The following is a DFT calculation (wB97M-V/def2-TZVPD) of a single C4H6N2O2 molecule.

The molar mass is 114.10 g/mol. The calculation puts the highest occupied orbital energy at -9.313 eV. The value obtained for the LUMO energy is 0.0357 hartree. The SMILES is C1CN2OCOC2=N1. The calculation puts the energy at -415.9059 hartree. For the energy relative to the best compared isomer or geometry (same formula, charge and spin), the calculation gives 3.666 eV.

```
14
Properties=species:S:1:pos:R:3:forces:R:3:lowdin_charge:R:1
C -1.892079 -0.376127 -0.042098 0.0 0.4 0.9 -0.124
C -1.010204 0.958558 -0.078323 -1.3 0.1 -0.2 -0.132
N 0.187338 0.402773 0.407175 1.7 -0.6 -0.6 -0.079
O 1.339741 0.937329 -0.230224 1.4 -0.6 -1.0 -0.043
C 2.246583 -0.155323 0.040980 -0.5 0.4 0.9 -0.124
O 1.475059 -1.350737 -0.080700 -0.8 -0.1 -0.3 0.064
C 0.193397 -0.948131 0.010522 0.2 -0.3 1.4 -0.448
N -0.906579 -1.560408 -0.034478 -0.7 1.4 -0.9 0.143
H -2.533120 -0.365263 0.887499 0.6 -0.3 -1.1 0.116
H -2.514082 -0.370409 -0.940411 -0.1 -0.5 0.3 0.094
H -1.243847 1.694853 0.691325 -0.9 0.2 -0.6 0.114
H -0.929204 1.428632 -1.109243 0.0 -0.7 1.1 0.143
H 3.106293 -0.324538 -0.615305 -0.3 1.0 0.0 0.145
H 2.480708 0.028789 1.093281 0.6 -0.6 0.0 0.133
```
Forces are in eV/Å.